41
Properties=species:S:1:pos:R:3 method="wB97M-V/def2-TZVPD" fmax_ha_per_bohr=0.19616 de_lowest_kj_mol=952.66 homo_lumo_gap_ha=0.281
C -2.32 -0.41 -0.72
C -1.08 -0.86 -0.16
C 0.09 -1.29 0.94
C 1.36 -0.60 1.32
C 2.02 -1.53 2.51
O 3.27 -1.59 2.99
O 0.83 -2.30 3.00
C -0.05 -2.66 1.84
O -0.73 -3.80 1.61
H -3.39 0.03 -1.01
H 1.70 0.39 0.80
C -6.31 -1.50 -4.27
C -5.03 -0.82 -3.80
O -3.96 -1.73 -3.56
C -3.53 -2.51 -4.68
C -3.03 -1.66 -5.84
H -6.64 -2.25 -3.54
H -7.11 -0.76 -4.40
H -6.17 -2.01 -5.22
H -5.23 -0.32 -2.85
H -4.72 -0.04 -4.50
H -4.33 -3.19 -5.00
H -2.71 -3.14 -4.33
H -3.82 -1.02 -6.24
H -2.68 -2.31 -6.66
H -2.21 -1.02 -5.52
C 3.10 1.49 4.60
C 3.43 1.96 3.19
O 3.69 3.36 3.10
C 4.79 3.84 3.87
C 6.11 3.21 3.50
H 2.24 2.03 4.99
H 2.87 0.42 4.60
H 3.93 1.65 5.28
H 2.56 1.76 2.55
H 4.26 1.39 2.77
H 4.58 3.73 4.94
H 4.85 4.92 3.69
H 6.11 2.13 3.67
H 6.92 3.64 4.10
H 6.33 3.37 2.44


68
Properties=species:S:1:pos:R:3 method="wB97M-V/def2-TZVPD" fmax_ha_per_bohr=0.07707 total_charge=-1 homo_lumo_gap_ha=0.255
C -3.49 5.10 2.92
O -2.95 3.72 2.78
B -3.61 3.09 1.61
O -4.44 1.87 1.88
Ga -3.42 3.85 -0.36
C -4.65 5.46 -0.74
C -6.26 5.16 -0.77
C -6.87 5.55 -2.28
Cl -6.77 3.48 -0.18
P -1.20 4.72 -0.42
N -0.12 3.65 -0.95
O -1.26 6.22 -1.29
O -0.72 5.11 1.25
P -3.46 2.17 -2.00
O -3.20 0.59 -1.24
O -2.21 2.40 -3.24
S -5.14 2.03 -2.97
H -3.08 5.56 3.94
H -3.11 5.83 2.06
H -4.67 5.14 2.87
H -5.29 2.24 2.29
H -4.36 5.86 -1.82
H -4.36 6.33 0.00
H -6.77 5.95 -0.04
H -8.05 5.60 -2.24
H -6.45 6.64 -2.50
H -6.49 4.78 -3.07
H -0.62 2.77 -1.21
H -0.70 6.87 -0.72
H -0.22 4.28 1.57
H -2.87 -0.06 -1.92
H -1.86 3.34 -3.22
C 2.50 -1.77 1.50
C 3.35 -1.44 0.26
C 4.46 -0.43 0.50
F 4.00 0.78 0.91
F 5.15 -0.19 -0.65
F 2.53 -1.04 -0.75
F 3.92 -2.61 -0.16
O 1.26 -1.06 1.62
C 1.35 0.24 2.20
C 0.98 1.36 1.23
F 1.76 1.35 0.12
F 1.14 2.58 1.80
F 2.58 0.40 2.75
F 0.48 0.24 3.25
H 2.20 -2.82 1.40
H 3.08 -1.74 2.43
H 5.18 -0.79 1.24
H -0.06 1.27 0.90
C 4.25 -5.74 -0.35
C 4.86 -6.27 -1.65
C 3.88 -6.97 -2.59
F 3.31 -8.06 -2.03
F 4.52 -7.41 -3.71
F 5.92 -7.08 -1.35
F 5.39 -5.20 -2.32
O 4.39 -6.58 0.80
C 3.42 -7.61 0.93
C 4.03 -9.02 0.82
F 4.67 -9.20 -0.36
F 3.06 -9.97 0.89
F 2.42 -7.40 0.05
F 2.87 -7.45 2.17
H 4.80 -4.83 -0.09
H 3.21 -5.40 -0.48
H 3.09 -6.29 -2.91
H 4.75 -9.20 1.63


52
Properties=species:S:1:pos:R:3 method="wB97M-V/def2-TZVPD" fmax_ha_per_bohr=0.02009 total_charge=+1 de_lowest_kj_mol=0.00 homo_lumo_gap_ha=0.287
C 3.06 -0.10 -0.22
C 1.74 0.49 -0.73
C 0.56 -0.50 -0.80
C -0.47 -0.36 0.34
C 0.30 -0.16 1.68
C -1.22 -1.63 0.73
C -0.69 -3.02 0.85
C -0.98 -3.91 -0.34
O -1.05 -3.55 -1.46
Cl -1.11 -5.59 0.12
N -2.41 -1.34 1.14
O -3.26 -2.28 1.61
C -2.81 0.08 1.01
P -3.14 0.58 2.78
O -4.24 -0.36 3.18
B -4.33 0.32 0.40
O -5.23 -0.70 0.34
O -4.66 1.59 0.03
C -1.71 0.56 0.02
I -2.57 -0.46 -1.85
C -1.53 2.04 -0.31
I -1.90 2.80 -2.25
C -1.12 3.01 0.52
C -0.90 4.47 0.18
I -0.72 2.74 2.57
H 3.64 0.63 0.36
H 3.70 -0.41 -1.05
H 2.90 -0.98 0.41
H 1.90 0.85 -1.75
H 1.47 1.38 -0.16
H 0.08 -0.42 -1.77
H 0.96 -1.53 -0.76
H 0.98 -1.00 1.80
H -0.34 -0.12 2.55
H 0.92 0.74 1.66
H -1.07 -3.48 1.76
H 0.40 -2.98 0.94
H -3.83 -1.79 2.27
H -3.46 1.94 2.73
H -2.00 0.46 3.57
H -6.06 -0.52 0.79
H -4.07 2.30 0.32
H -0.23 4.57 -0.67
H -1.85 4.95 -0.05
H -0.45 5.01 1.02
C 6.79 -1.13 -3.76
N 6.53 0.02 -2.85
O 5.86 -0.17 -1.86
O 7.02 1.08 -3.16
H 6.30 -2.00 -3.35
H 6.40 -0.86 -4.74
H 7.87 -1.26 -3.81


45
Properties=species:S:1:pos:R:3 method="wB97M-V/def2-TZVPD" fmax_ha_per_bohr=0.08920 total_charge=+2 de_lowest_kj_mol=0.00 s_squared=15.78 spin_multiplicity=8 homo_lumo_gap_ha="0.176 / 0.212"
C -0.60 2.75 -1.22
N -0.14 1.47 -1.14
N 0.12 1.06 -2.45
C -0.08 2.10 -3.28
C -0.53 3.19 -2.56
B 0.51 -0.43 -2.75
N 1.91 -0.91 -2.23
N 2.15 -1.08 -0.87
C 3.38 -1.62 -0.73
C 3.98 -1.74 -2.01
C 3.02 -1.29 -2.91
Eu 0.73 0.05 0.76
N -0.59 -1.35 -2.14
N -0.77 -1.37 -0.78
C -1.77 -2.24 -0.52
C -2.23 -2.79 -1.74
C -1.45 -2.20 -2.73
H -2.13 -2.44 0.48
H -1.47 -2.34 -3.80
H -3.01 -3.51 -1.85
H 0.51 -0.56 -3.97
H 3.07 -1.21 -3.98
H 0.12 2.02 -4.34
H 4.97 -2.08 -2.20
H -0.75 4.18 -2.91
H 3.81 -1.87 0.23
H -0.94 3.32 -0.36
H 1.68 -1.02 2.49
C 2.43 -0.46 3.11
H 3.34 -1.08 3.06
H 2.68 0.57 2.79
H 2.02 -0.45 4.13
C -2.16 -0.40 2.89
C -1.89 1.01 2.33
C -2.51 2.09 3.20
C -0.46 1.42 2.35
H -1.77 -0.53 3.91
H -1.74 -1.22 2.29
H -3.24 -0.60 2.94
H -2.27 1.04 1.30
H -2.07 2.07 4.20
H -2.28 3.07 2.77
H -3.59 2.00 3.30
H -0.12 2.30 1.76
H 0.16 1.09 3.20


45
Properties=species:S:1:pos:R:3 method="wB97M-V/def2-TZVPD" fmax_ha_per_bohr=0.08186 total_charge=+2 s_squared=6.34 spin_multiplicity=5 homo_lumo_gap_ha="0.219 / 0.221"
C -1.56 2.13 -0.65
N -0.46 1.56 -0.12
N 0.53 2.57 -0.09
C 0.01 3.71 -0.58
C -1.31 3.48 -0.94
B 1.98 2.21 0.37
N 1.87 1.48 1.74
N 0.96 0.42 1.90
C 1.09 0.00 3.18
C 2.08 0.75 3.82
C 2.55 1.66 2.89
Fe -0.07 -0.31 0.36
N 2.44 1.11 -0.61
N 1.62 -0.03 -0.71
C 2.17 -0.82 -1.65
C 3.35 -0.23 -2.12
C 3.50 0.97 -1.43
H 1.69 -1.75 -1.91
H 4.24 1.74 -1.51
H 4.00 -0.62 -2.88
H 2.69 3.18 0.38
H 3.28 2.45 2.98
H 0.64 4.59 -0.66
H 2.41 0.63 4.83
H -1.97 4.20 -1.36
H 0.48 -0.77 3.60
H -2.47 1.55 -0.77
H 0.17 -2.38 1.59
C -0.84 -2.05 1.83
H -0.91 -1.88 2.91
H -1.20 -1.10 1.34
H -1.55 -2.85 1.58
C -3.38 -0.99 -1.65
C -2.38 -1.84 -0.87
C -2.51 -3.32 -1.25
C -0.93 -1.34 -1.05
H -3.06 -0.92 -2.69
H -3.47 0.02 -1.22
H -4.37 -1.46 -1.63
H -2.62 -1.75 0.19
H -2.21 -3.46 -2.29
H -1.90 -3.96 -0.60
H -3.57 -3.63 -1.16
H -0.21 -2.17 -1.13
H -0.85 -0.75 -1.97


57
Properties=species:S:1:pos:R:3 method="wB97M-V/def2-TZVPD" fmax_ha_per_bohr=0.09807 total_charge=-2 de_lowest_kj_mol=0.00 homo_lumo_gap_ha=0.217
Be 1.81 0.20 0.93
C -5.50 1.10 -1.17
C -4.24 1.32 -1.97
N -3.45 0.08 -2.07
C -3.64 -0.93 -3.00
C -2.68 -1.85 -2.77
N -1.90 -1.41 -1.73
C -2.33 -0.20 -1.41
C -0.79 -2.06 -1.08
H -5.89 2.01 -0.73
H -5.34 0.43 -0.33
H -6.27 0.63 -1.79
H -3.51 2.05 -1.60
H -4.40 1.67 -2.99
H -4.46 -0.92 -3.70
H -2.49 -2.79 -3.26
H -1.96 0.40 -0.58
H -1.20 -2.73 -0.33
H -0.14 -1.28 -0.71
H -0.20 -2.68 -1.75
N 3.67 0.18 -0.45
S 3.63 -0.86 -1.79
O 4.34 -2.09 -1.65
O 3.54 -0.31 -3.10
F 2.12 -1.22 -1.46
S 5.22 0.44 -0.49
O 5.73 1.06 -1.68
O 6.02 -0.57 0.13
F 5.30 1.65 0.52
C -0.09 2.79 -2.66
C 0.16 2.49 -1.17
O -0.08 3.40 -0.39
O 0.62 1.33 -0.89
H 0.84 2.87 -3.24
H -0.60 3.75 -2.70
H -0.79 2.10 -3.15
C 2.91 3.24 3.66
C 2.51 2.08 2.77
O 1.36 2.06 2.30
O 3.34 1.19 2.41
H 1.98 3.61 4.10
H 3.37 4.05 3.11
H 3.52 2.93 4.51
C 2.21 -3.88 2.83
C 1.87 -2.44 2.47
O 1.97 -1.55 3.31
O 1.41 -2.27 1.29
H 2.98 -4.21 2.13
H 1.42 -4.62 2.84
H 2.71 -3.89 3.80
C -2.39 -1.47 2.02
C -1.65 -0.15 2.29
O -0.79 0.21 1.42
O -2.13 0.60 3.15
H -2.61 -1.60 0.96
H -3.31 -1.64 2.58
H -1.75 -2.33 2.26


60
Properties=species:S:1:pos:R:3 method="wB97M-V/def2-TZVPD" fmax_ha_per_bohr=0.03366 total_charge=+2 homo_lumo_gap_ha=0.037
N -1.34 -3.39 -3.04
C -1.92 -2.32 -2.45
N -3.23 -2.42 -2.05
C -3.94 -1.41 -2.92
C -3.53 -0.01 -2.50
C -2.02 0.11 -2.42
F -1.49 0.66 -3.57
N -1.32 -1.17 -2.21
N 0.10 -1.08 -2.26
C 0.56 -1.13 -3.40
O 0.92 -1.13 -4.48
H -1.83 -3.74 -3.85
H -0.56 -3.91 -2.68
H -3.19 -2.05 -1.03
H -5.01 -1.56 -2.88
H -3.57 -1.60 -3.92
H -3.88 0.69 -3.25
H -3.94 0.24 -1.54
H -1.76 0.76 -1.60
Cl -3.00 -0.92 0.60
Br -4.67 -4.22 1.99
C -2.89 -4.80 2.47
C -1.85 -4.16 1.58
Br -1.81 -5.05 -0.14
H -2.87 -5.88 2.42
H -2.77 -4.49 3.51
H -0.85 -4.30 2.01
H -2.03 -3.10 1.40
C 1.62 -3.19 4.53
Cl -0.12 -3.00 4.78
Cl 2.16 -4.59 5.48
Cl 2.09 -3.23 2.87
H 2.09 -2.32 5.02
C 1.56 2.04 -2.24
C 2.62 3.04 -2.64
O 2.81 3.76 -1.43
C 2.52 2.93 -0.41
O 2.82 3.14 0.72
O 1.86 1.84 -0.84
F 2.18 3.88 -3.60
H 0.56 2.44 -2.34
H 1.63 1.10 -2.78
H 3.57 2.60 -2.96
Mg 2.45 -3.02 7.25
N -5.71 -4.26 -1.87
O -5.10 -5.11 -1.22
O -6.11 -4.51 -3.00
O -5.89 -3.14 -1.37
C 4.97 7.67 1.85
C 5.41 6.57 2.92
C 4.45 5.33 2.60
O 5.12 6.99 4.09
H 3.91 7.92 1.93
H 5.57 8.55 2.01
H 5.17 7.24 0.87
H 6.45 6.27 2.73
H 3.40 5.59 2.67
H 4.67 4.52 3.29
H 4.66 5.00 1.58
Mg 0.28 -0.68 5.73


77
Properties=species:S:1:pos:R:3 method="wB97M-V/def2-TZVPD" fmax_ha_per_bohr=0.12650 total_charge=+2 homo_lumo_gap_ha=0.060
O -0.87 3.93 4.44
N -1.45 3.84 3.43
O -0.62 4.06 2.32
C 0.20 2.95 2.01
C -0.42 1.91 1.02
O 0.26 1.50 0.17
O -1.78 1.46 1.01
C -2.24 0.98 2.25
C -2.27 -0.60 2.35
O -1.25 -1.28 1.58
C -0.05 -1.48 2.30
F 0.03 -2.75 2.73
F 0.94 -1.30 1.43
F 0.15 -0.61 3.29
P -4.06 1.56 2.40
O -4.19 3.02 2.70
O -4.88 1.12 0.97
O -4.82 0.71 3.65
H 0.58 2.41 2.92
H 1.10 3.35 1.50
H -1.70 1.36 3.14
H -2.31 -0.93 3.46
H -3.28 -0.93 1.91
H -5.67 0.57 1.19
H -4.65 1.23 4.47
C -0.32 -3.08 -3.86
C -1.61 -2.63 -3.22
O -2.67 -3.22 -3.40
N -1.58 -1.53 -2.43
C -0.44 -0.69 -2.09
H -0.50 -3.96 -4.46
H 0.07 -2.29 -4.51
H 0.41 -3.33 -3.09
H -2.48 -1.29 -2.04
H -0.32 -0.70 -1.00
H -0.65 0.33 -2.41
H 0.48 -1.04 -2.55
Na -6.49 2.76 1.91
C 0.31 4.83 -3.62
C -0.49 3.56 -3.58
O -1.01 3.16 -4.86
C -0.12 2.49 -5.82
O 0.46 1.48 -5.27
C 0.86 3.46 -6.56
F 0.25 4.65 -6.82
F 1.20 2.96 -7.76
F 1.98 3.73 -5.90
H -0.15 5.57 -4.28
H 0.39 5.26 -2.62
H 1.32 4.64 -3.97
H -1.38 3.74 -2.96
H 0.06 2.75 -3.09
H -0.86 2.25 -6.65
C 5.47 4.38 -3.84
C 4.24 5.10 -3.25
O 3.39 5.46 -4.08
O 4.27 5.24 -2.01
H 5.39 4.29 -4.92
H 6.38 4.93 -3.60
H 5.55 3.38 -3.41
Cs -3.12 -2.11 4.72
N 1.88 -6.69 2.72
S 2.80 -6.52 4.05
O 3.13 -7.71 4.73
O 2.56 -5.36 4.84
F 4.17 -6.15 3.34
S 0.45 -7.13 3.07
O -0.30 -7.60 1.89
O -0.33 -6.32 3.96
F 0.62 -8.45 3.86
Mg -2.49 1.92 -5.12
O 3.85 -5.26 7.53
Cl 2.58 -4.91 8.12
O 2.01 -3.79 7.40
O 2.76 -4.55 9.50
O 1.67 -6.04 8.03
Ca -0.42 -6.02 0.72


43
Properties=species:S:1:pos:R:3 method="wB97M-V/def2-TZVPD" fmax_ha_per_bohr=0.06358 s_squared=6.03 spin_multiplicity=5 homo_lumo_gap_ha="0.268 / 0.252"
C 3.08 -1.40 -0.76
C 2.89 -0.18 -0.11
C 1.65 0.16 0.47
C 0.63 -0.80 0.51
C 0.79 -1.98 -0.23
C 2.02 -2.31 -0.82
C 1.49 1.56 0.99
C 1.77 2.64 -0.10
N 0.75 2.86 -1.08
Fe -0.99 -0.85 1.79
C -0.39 -2.90 -0.39
P -1.91 -1.92 0.09
H 3.71 0.54 -0.04
H 2.11 -3.27 -1.34
H 4.03 -1.64 -1.22
H -0.34 -3.77 0.28
H -0.53 -3.25 -1.42
H 0.50 1.72 1.44
H 2.22 1.73 1.80
H 1.90 3.60 0.44
C -3.22 -3.14 0.11
C -2.17 -0.90 -1.40
H 2.70 2.41 -0.63
C 0.81 2.28 -2.39
C -0.43 3.59 -0.72
H -2.65 -0.82 2.16
H 1.23 2.99 -3.13
H 1.43 1.37 -2.38
H -0.21 2.02 -2.72
H -0.47 4.57 -1.26
H -1.34 3.02 -1.00
H -0.43 3.78 0.36
H -2.40 -1.55 -2.26
H -3.00 -0.22 -1.21
H -1.27 -0.31 -1.62
H -2.99 -3.96 -0.58
H -3.31 -3.53 1.13
H -4.16 -2.65 -0.18
H -2.52 -0.11 1.81
F -1.00 -0.55 4.68
C -0.38 -0.01 3.57
F -0.58 1.37 3.63
F 0.99 -0.21 3.74